1.
9
Properties=species:S:1:pos:R:3:forces:R:3:mulliken_charge:R:1 method="wB97M-V/def2-TZVPD" homo_ev="-6.16 / -6.15" multiplicity=2 s2=0.762 e_above_lowest_ev=0.9311 homo_lumo_gap_ev="5.46 / 5.72"
C 0.391 0.596 -0.903 0.6376 -1.0224 -0.6754 -0.571
H 1.352 1.014 -1.260 -0.4091 -0.5032 -0.0743 0.254
H -0.263 0.314 -1.752 0.6125 -0.0157 0.1932 0.279
H -0.125 1.484 -0.496 0.1164 -1.0505 1.2069 0.258
O 0.709 -0.643 -0.110 -0.9221 -0.8159 -1.1381 -0.665
Ce 0.618 -2.972 -0.441 0.1453 3.1460 0.4044 0.429
H -0.131 -0.302 1.437 -2.5808 2.3706 1.0371 0.359
O -0.833 0.366 1.914 2.2552 -1.8456 -0.7867 -0.626
H -1.717 0.142 1.612 0.1450 -0.2632 -0.1670 0.282

---

2.
242
Properties=species:S:1:pos:R:3:forces:R:3:mulliken_charge:R:1 method="wB97M-V/def2-TZVPD" homo_ev=-8.10 multiplicity=1 homo_lumo_gap_ev=8.33
C 20.484 17.433 21.087 -0.2792 3.8231 2.0872 0.348
O 20.124 18.580 21.391 -0.3943 0.3168 -0.3916 -0.787
N 21.335 16.823 21.887 1.0409 -2.0968 0.3706 -0.297
N 20.166 16.845 19.995 -1.4067 -2.3749 -4.3464 1.324
H 21.422 15.827 21.949 0.1613 -0.1827 -0.0184 0.143
H 21.677 17.418 22.575 0.5762 0.6005 1.5257 0.249
H 19.627 17.304 19.256 0.1570 -0.1659 0.8766 -0.457
H 20.734 16.061 19.685 -0.1316 0.1962 -0.1607 -0.303
C 21.136 19.287 16.761 1.1015 -0.1151 0.6435 0.234
O 21.200 18.178 16.181 -0.2749 1.1997 0.8054 -0.449
N 21.292 20.489 16.093 -0.2947 -0.3119 1.5653 -0.288
N 21.090 19.368 18.148 0.4702 -1.8637 0.6260 -0.306
H 21.058 20.561 15.128 -0.1851 -0.5271 -1.0816 0.132
H 21.268 21.368 16.593 -0.0248 -0.4233 0.1647 0.194
H 20.862 20.141 18.738 -0.0065 0.8101 -0.5709 0.379
H 21.237 18.551 18.800 -0.2051 0.8988 -1.8991 -0.126
C 22.926 14.891 18.130 -1.1164 3.9715 -2.8854 0.298
O 22.004 15.061 18.915 -0.0562 -0.7369 1.1026 -0.631
N 23.835 13.948 18.167 1.2883 -1.2955 -1.0734 -0.406
N 23.030 15.818 17.078 -0.3112 -1.1930 0.9153 -0.247
H 23.941 13.566 19.070 0.2857 -1.2935 0.5713 0.266
H 24.100 13.484 17.287 0.1276 0.3337 1.1926 0.209
H 23.857 15.959 16.510 -0.3532 -0.1442 0.3533 0.209
H 22.261 16.480 17.045 0.2821 0.1143 -0.3913 -0.019
C 15.258 10.890 15.262 -0.2773 0.8403 -0.7528 0.547
O 15.008 11.158 16.466 0.5748 -0.2958 -1.1242 -0.677
N 16.493 11.227 14.725 -0.8530 -0.4877 1.2921 0.089
N 14.214 10.349 14.468 1.4428 0.5790 1.7318 -0.064
H 16.681 11.128 13.775 -0.2592 -0.4990 -2.0198 -0.390
H 17.199 11.862 15.161 -1.8239 -0.5906 0.3482 -0.240
H 14.283 10.147 13.482 0.3039 0.1432 0.2468 0.156
H 13.318 10.178 14.968 1.0689 0.3497 -0.5609 -0.353
C 20.602 12.631 21.723 -0.5758 -1.9227 2.6567 0.486
O 21.291 11.643 21.547 0.9145 -0.6824 0.5741 -0.751
N 19.925 12.844 22.937 1.4764 -1.1254 -0.3639 -0.395
N 20.462 13.535 20.827 -2.0294 4.2847 -2.5264 1.229
H 19.101 13.389 23.067 -0.3729 0.3119 -0.3762 0.213
H 20.084 12.034 23.508 -0.3937 0.0264 0.4135 0.258
H 21.140 13.778 20.136 0.4476 -0.4585 -0.4820 -0.343
H 19.662 14.179 20.862 0.5702 -0.3319 0.2993 -0.562
C 22.107 9.404 18.100 1.2559 0.4147 0.3805 0.505
O 22.680 8.397 18.501 -1.3031 1.0415 -0.5410 -0.614
N 22.158 10.637 18.813 -0.3710 -1.9141 -2.3295 -0.143
N 21.525 9.508 16.784 -0.0324 0.6911 1.3143 -0.528
H 22.383 10.728 19.779 -0.0528 -0.2872 0.5194 0.200
H 21.847 11.439 18.315 -0.3223 0.5287 0.0985 0.080
H 21.116 8.679 16.384 0.4656 -0.4289 0.3673 0.280
H 20.850 10.258 16.675 0.2270 -0.0061 0.2093 0.287
C 12.844 15.749 18.039 0.0071 0.1861 -1.8033 0.069
O 12.736 15.991 16.825 0.1595 -0.1243 1.4445 -0.469
N 11.803 16.039 18.902 1.5480 -0.8946 0.0918 -0.349
N 13.995 15.153 18.556 -1.7205 0.5683 0.8798 0.212
H 12.049 16.126 19.868 -0.2411 0.1721 0.3014 0.204
H 11.103 16.631 18.525 -0.4467 0.4520 -0.1961 0.279
H 14.545 14.730 17.831 0.4603 -0.2928 -0.0167 -0.667
H 13.827 14.571 19.384 0.3824 0.2855 -0.6111 0.370
C 17.579 19.505 17.535 -0.5971 1.0569 0.1551 0.218
C 18.240 20.139 18.736 -1.5119 -0.4210 1.5543 -0.291
O 17.276 21.013 19.397 -0.1089 -0.4276 0.0836 -0.629
H 16.561 19.137 17.830 1.0440 -0.1630 -0.4885 0.470
H 18.220 18.824 17.004 0.0055 -0.8271 0.1032 -0.606
H 17.452 20.332 16.835 -0.4791 -0.0596 -0.1139 0.227
H 19.049 20.782 18.452 0.2127 0.4603 -0.1533 0.048
H 18.624 19.414 19.481 -0.1177 0.2736 -0.3431 0.296
H 16.517 20.509 19.773 1.1123 0.2774 -0.5647 0.338
C 16.572 15.954 20.710 0.3600 0.1178 1.0715 -0.084
C 17.096 16.319 22.084 -1.0356 1.6298 1.0401 -0.691
O 18.095 15.402 22.435 1.1185 -0.4214 0.9812 -0.411
H 17.391 15.932 20.001 0.1562 -0.1971 -0.0667 -0.339
H 15.861 16.672 20.356 -0.5783 0.3853 -0.1513 0.484
H 16.108 14.990 20.833 -0.1625 -0.4891 -0.5047 0.099
H 16.311 16.277 22.920 0.4942 0.0884 -1.3882 0.361
H 17.504 17.368 22.129 -0.2353 -0.7850 -0.2798 0.314
H 18.378 15.666 23.332 0.0793 -0.3084 -0.6627 0.264
C 16.408 10.492 19.744 0.0966 0.1418 -1.1382 -0.894
C 17.702 10.598 20.556 -1.0102 -2.2360 0.1229 -0.114
O 17.617 11.684 21.415 -0.3420 0.9440 0.8309 -0.436
H 15.458 10.213 20.198 0.3994 -0.2206 0.8505 0.428
H 16.444 9.894 18.826 0.5194 -0.3018 0.2731 0.356
H 16.200 11.464 19.331 -0.0179 0.8082 -0.0921 -0.149
H 18.599 10.688 19.985 0.4767 0.1802 -1.1336 0.049
H 17.898 9.673 21.145 -0.4024 0.2917 -0.2790 0.512
H 17.989 11.370 22.234 0.1563 0.3719 0.4587 0.247
C 11.266 11.928 13.633 1.5813 0.5754 -0.0991 -0.309
C 11.225 13.436 13.534 -0.6436 -0.8275 1.6283 0.303
O 11.711 13.846 12.305 1.0533 0.7206 -0.6048 -0.552
H 12.307 11.662 13.420 -0.0692 -0.2988 0.3866 -0.391
H 10.708 11.494 12.846 -0.9541 -0.4953 -0.7834 0.694
H 10.950 11.570 14.600 0.0307 -0.1839 0.1880 -0.095
H 11.739 13.865 14.417 0.1402 0.0516 -0.5474 -0.070
H 10.186 13.687 13.667 -0.6822 0.6990 -0.1279 0.349
H 12.311 14.597 12.470 -0.5864 -0.2309 -0.2973 -0.187
C 21.488 19.040 10.860 -0.7737 -0.3972 1.3216 -1.664
C 21.451 19.997 12.069 0.2957 0.9565 0.3993 1.201
C 21.030 21.487 11.670 0.1218 -1.7370 1.3079 -1.197
C 19.529 21.539 11.396 -0.8934 -0.8303 -0.3104 -0.700
C 18.693 20.966 12.597 -0.1895 1.8056 -1.6030 -1.568
C 19.123 19.585 13.003 -0.4835 -1.0314 -0.7717 2.147
N 20.572 19.614 13.228 1.1655 -1.2420 -0.2269 1.108
O 20.981 18.239 13.466 -0.8569 0.0296 -1.3832 -0.506
C 18.453 19.223 14.282 -0.9893 -1.0486 1.0293 -1.131
C 18.683 18.485 11.999 -1.0397 -0.3075 -0.4820 -1.319
C 22.900 19.907 12.654 -0.2420 0.9014 0.0277 -1.805
H 22.390 19.224 10.349 1.0893 0.3678 -0.8690 0.594
H 20.666 19.131 10.180 -0.4492 0.1093 -0.3463 0.330
H 21.555 18.008 11.218 -0.1901 0.1825 -0.0688 0.253
H 21.253 22.056 12.583 0.0593 0.2815 -0.3614 0.316
H 21.690 21.775 10.861 -0.1208 0.3759 -0.2360 0.419
H 19.267 20.960 10.492 0.3401 -0.1279 0.2806 0.277
H 19.097 22.505 11.135 0.5120 0.4017 0.2791 0.507
H 17.626 20.959 12.273 0.6139 -0.1995 0.2698 0.326
H 18.735 21.754 13.383 0.1741 -0.9031 0.0527 0.363
H 18.608 18.158 14.500 0.4844 0.2624 0.2364 -0.516
H 18.823 19.847 15.076 0.1131 0.1021 0.4871 0.205
H 17.343 19.262 14.295 0.5449 0.5424 -0.4735 0.598
H 17.599 18.281 12.085 0.2325 0.3683 0.3138 -0.073
H 18.775 18.754 10.953 0.3867 0.0845 -0.1399 0.329
H 19.128 17.489 12.164 0.2736 0.6967 0.0767 0.252
H 23.084 18.868 12.936 0.0989 0.2672 -0.0405 0.397
H 23.097 20.570 13.530 -0.4321 -0.4595 -0.5018 0.258
H 23.619 20.196 11.883 -0.0178 -0.0185 -0.0041 0.517
H 21.262 18.128 14.366 0.0083 0.5509 1.4671 0.333
C 18.225 10.605 9.546 -0.8382 -1.0973 -0.1639 -1.811
C 18.378 11.463 10.829 -2.0964 0.1607 -1.0876 1.745
C 19.293 12.629 10.441 -0.8160 0.7534 -1.3922 -1.354
C 18.505 13.803 9.656 1.9243 -1.0177 2.1019 -1.019
C 17.317 14.240 10.485 -1.2677 -0.7848 -1.1901 -0.438
C 16.300 13.082 10.707 -0.2268 0.1085 -1.5917 0.991
N 17.016 12.016 11.275 1.4621 -2.4383 1.5512 1.394
O 16.108 10.947 11.600 -0.1054 -0.3266 -0.7143 -0.551
C 15.245 13.530 11.677 -0.9520 0.0859 -0.3340 0.104
C 15.570 12.714 9.326 0.0099 1.3141 0.7577 -1.595
C 18.975 10.652 11.963 -0.0559 -0.0267 0.7396 -1.813
H 19.061 9.912 9.462 0.2922 0.1872 -0.1740 0.490
H 18.089 11.144 8.615 0.5832 0.5965 -0.0236 0.388
H 17.346 9.935 9.455 0.1811 0.2445 0.9486 0.224
H 19.912 13.032 11.219 -0.0160 0.1996 0.8712 0.436
H 19.984 12.172 9.725 0.1815 0.2757 0.0500 0.497
H 18.195 13.270 8.787 -0.1326 0.4771 -1.1648 0.348
H 19.278 14.606 9.503 -1.0551 -0.6710 -0.3389 0.344
H 16.657 14.959 9.998 0.5024 0.5596 -0.2508 0.452
H 17.625 14.641 11.423 0.1919 0.2510 0.8600 -0.191
H 15.030 14.572 11.452 -0.5241 0.0387 -0.1180 -0.319
H 14.338 12.896 11.652 0.3264 0.5346 -0.1162 0.741
H 15.604 13.525 12.672 0.5092 -0.1735 0.9904 -1.326
H 14.822 13.523 9.164 0.6856 -0.3088 -0.2563 0.402
H 16.345 12.711 8.566 -0.3939 -0.0809 -0.4621 0.388
H 14.945 11.811 9.254 0.5397 -0.0410 0.4302 0.295
H 20.013 10.422 11.782 0.4502 -0.0596 -0.4730 0.541
H 18.506 9.685 12.220 -0.2295 0.6237 -0.3088 0.378
H 19.008 11.295 12.847 -0.2411 -0.1028 0.1406 0.081
H 15.575 10.670 10.799 1.0691 0.6143 0.7962 0.298
C 13.790 17.104 10.965 -0.7936 0.0992 -0.5374 -1.164
C 13.182 18.151 11.908 0.8936 0.2460 1.1849 2.901
C 13.055 19.560 11.320 1.4397 0.0832 -1.5852 -1.484
C 11.924 19.751 10.317 -0.7288 -0.9952 0.9597 -0.755
C 10.620 19.358 11.038 1.0940 0.7867 1.2500 -1.360
C 10.697 17.939 11.632 -0.6060 -0.0411 1.0191 1.494
N 11.895 17.835 12.506 -0.5955 0.4939 -0.9848 -0.109
O 11.934 16.539 13.051 0.1844 -0.3430 0.9828 0.516
C 9.508 17.753 12.604 -0.2441 -0.1800 -1.9415 -1.969
C 10.550 16.840 10.544 0.9558 0.7507 0.1045 -1.402
C 14.139 18.272 13.096 1.2379 -0.1858 0.4293 -2.529
H 14.877 17.249 10.831 -0.4717 -0.1423 0.2352 0.454
H 13.315 17.188 9.981 0.2478 -0.2107 0.0320 0.339
H 13.543 16.113 11.378 0.4086 0.3363 -0.2938 -0.422
H 13.049 20.337 12.070 -0.4031 0.0069 0.5906 0.433
H 14.017 19.742 10.798 -0.2937 -0.0835 0.1157 0.351
H 12.029 19.039 9.509 0.3093 -0.0095 -0.5191 0.332
H 11.901 20.752 9.907 -0.0274 0.1988 -0.0289 0.412
H 9.762 19.403 10.414 -0.7647 0.0074 -0.7676 0.522
H 10.434 20.103 11.862 0.1820 -0.7516 -0.5253 0.333
H 9.376 16.697 12.661 -0.1620 -0.8362 0.8166 0.369
H 9.586 18.234 13.552 0.3187 0.3047 0.5994 0.386
H 8.608 18.088 12.090 -0.1791 0.3132 0.0437 0.486
H 9.573 16.935 10.103 -0.5587 -0.0688 -0.0868 0.528
H 11.262 17.032 9.723 -0.1857 -0.4457 0.3331 0.345
H 10.666 15.838 10.979 0.1169 0.2679 -0.2432 0.117
H 13.771 19.007 13.795 -0.1395 0.2920 0.2937 0.607
H 15.133 18.579 12.761 -0.0402 0.4314 -0.2524 0.305
H 14.416 17.375 13.681 -0.8131 -0.0341 -0.4745 0.110
H 12.078 16.692 14.007 -0.1783 -0.1770 -0.5138 0.117
C 16.870 16.185 16.258 0.1180 0.8071 -0.8214 -0.216
C 16.744 14.897 15.471 1.1413 -1.9848 0.2410 3.877
C 17.688 14.816 14.236 -0.1243 -0.5659 0.2634 -1.372
C 19.161 14.757 14.634 0.0457 1.9148 1.0166 0.212
C 19.473 13.578 15.570 0.3157 1.3434 -0.6928 -1.404
C 18.486 13.431 16.712 0.9020 0.9568 0.7228 2.666
N 17.152 13.580 16.214 -0.4151 2.6865 -1.2506 0.310
O 16.300 13.513 17.320 -0.5037 -0.3873 0.4077 1.163
C 18.615 12.035 17.207 1.4230 -0.6012 2.2755 -1.035
C 18.814 14.427 17.856 -0.3911 0.7384 -0.9522 -0.084
C 15.292 14.654 15.105 -0.7754 -0.6433 -0.5324 0.679
H 16.740 16.082 17.325 0.1169 -0.2518 0.3075 -0.488
H 16.033 16.837 15.943 0.5457 -0.0142 -0.0217 0.707
H 17.842 16.660 16.006 -0.6984 0.0215 0.5180 -1.031
H 17.487 13.836 13.794 -0.4491 0.2292 -0.5526 -0.491
H 17.477 15.641 13.552 0.0109 -0.1203 -0.1538 0.916
H 19.367 15.767 15.082 0.0973 -0.9052 0.3716 -1.296
H 19.893 14.814 13.835 -0.2748 -0.5005 -0.6717 0.929
H 20.463 13.771 15.997 0.0279 -0.3292 -0.0077 0.203
H 19.525 12.674 14.958 -0.0649 -0.1405 0.0768 0.480
H 19.646 11.859 17.572 -0.2121 0.4910 0.2509 -0.283
H 17.973 11.774 18.057 -0.0248 0.1075 -0.5016 -1.304
H 18.596 11.312 16.447 -0.8189 -1.0523 -1.2245 1.124
H 17.996 14.526 18.564 0.0124 -0.4621 0.1254 -0.253
H 19.719 14.133 18.350 0.4229 -0.1110 0.2634 0.408
H 18.931 15.445 17.442 0.3362 -0.4378 0.1077 -0.417
H 14.961 15.268 14.235 0.1891 -0.2840 0.7008 -0.478
H 14.560 14.720 15.924 0.4861 0.8303 -0.3209 -1.228
H 15.164 13.600 14.857 0.1801 -0.0874 -0.6053 -0.946
H 15.842 12.741 16.984 -1.2640 -0.9595 0.8757 -0.778
C 11.047 8.165 17.752 -0.8254 0.5033 0.6495 -1.668
C 10.990 9.150 16.555 -1.0087 0.7226 1.5145 1.476
C 9.531 9.599 16.296 0.7121 -1.1654 -0.0943 -1.407
C 8.992 10.644 17.233 -0.7866 0.3682 -1.0921 -1.041
C 9.928 11.811 17.269 0.4121 0.8134 1.2091 -1.109
C 11.351 11.390 17.687 0.6463 1.0652 -1.3941 1.268
N 11.840 10.306 16.821 0.6638 0.4100 -0.2034 2.211
O 13.018 9.730 17.397 1.1186 1.1099 -0.5144 -0.682
C 12.276 12.660 17.356 -0.2260 -1.2734 0.7403 -1.157
C 11.310 10.998 19.135 -0.2091 0.2556 1.5053 -2.102
C 11.593 8.509 15.359 0.1212 -1.7935 0.0075 -2.031
H 10.423 8.507 18.618 0.2498 -0.3170 -0.8792 0.297
H 12.047 8.049 18.160 -0.0351 -0.1354 -0.3195 0.241
H 10.676 7.220 17.398 -0.2375 -0.5877 0.0851 0.566
H 9.507 9.928 15.278 -0.1266 0.6767 -0.7445 0.466
H 8.936 8.683 16.267 -0.1487 0.0071 0.2832 0.437
H 8.847 10.279 18.219 -0.2398 -0.5804 0.8525 0.410
H 8.009 10.983 16.858 0.2416 -0.1819 0.2503 0.378
H 9.683 12.477 18.143 -0.3053 -0.1192 -1.1640 0.551
H 9.881 12.365 16.318 0.2729 -0.0398 0.4080 0.317
H 12.356 12.758 16.276 -0.3188 0.1154 -0.0917 -0.303
H 11.926 13.587 17.816 -0.3999 -0.3591 -0.1599 0.696
H 13.304 12.526 17.685 0.0503 -0.3090 0.2540 -0.020
H 10.415 10.475 19.466 -0.2940 0.0132 -0.4469 0.320
H 12.094 10.354 19.490 0.7257 -0.0628 -0.2866 0.308
H 11.318 11.880 19.767 0.1689 0.3958 0.0939 0.526
H 11.047 7.567 15.171 0.1792 0.4348 -0.4680 0.492
H 12.567 8.209 15.730 0.4325 -0.2109 -0.4577 0.545
H 11.713 9.133 14.472 -0.4573 -0.0240 0.0886 0.171
H 13.793 10.223 16.972 -0.9110 -0.2668 0.7595 0.237